(1)
# C36H37CeF3O3P2S

A molecular structure, C36H37CeF3O3P2S (wB97M-V/def2-TZVPD, the Open Molecules 2025 dataset).

Geometry (Å):
Ce  1.865442  -1.111076  -0.024035
C  -2.485617  0.237125  5.980643
C  -2.640715  0.142515  4.655335
C  -3.313755  1.136524  3.762688
C  -2.421087  2.240108  3.144166
C  -1.435687  2.935727  4.036794
C  -1.630272  3.188983  5.328878
C  -2.862362  2.806379  6.107201
C  -2.776383  1.446648  6.834767
C  3.637896  -0.372606  1.178389
H  -2.133177  -0.634428  6.549581
H  -2.285848  -0.752166  4.141735
H  -4.165830  1.596425  4.279729
H  -3.770291  0.568691  2.926368
H  -1.888405  1.829146  2.271837
H  -3.117478  2.998375  2.737399
H  -0.562741  3.343078  3.518409
H  -0.879884  3.736715  5.910150
H  -3.758810  2.833143  5.476232
H  -3.005367  3.567035  6.891002
H  -2.000167  1.490718  7.617734
H  -3.718034  1.292034  7.389620
H  3.736267  -1.040698  2.052056
H  3.386426  0.641575  1.510011
H  4.573989  -0.339065  0.608850
P  -0.023118  -2.137180  -1.864147
P  2.164561  0.424409  -2.457161
C  -0.491049  -0.495010  -2.527299
C  0.400320  0.433018  -2.929575
C  -0.436516  -3.242693  -3.265167
C  -1.510081  -2.898204  -4.095175
C  -1.839180  -3.692051  -5.195202
C  -1.112057  -4.852845  -5.464680
C  -0.043633  -5.208055  -4.633452
C  0.310323  -4.405411  -3.545615
C  -1.458533  -2.362194  -0.719970
C  -1.753748  -1.326010  0.171351
C  -2.600710  -1.558947  1.249516
C  -3.300254  -2.768363  1.348470
C  -3.105127  -3.756630  0.377048
C  -2.177096  -3.564321  -0.648781
C  2.802350  0.837037  -4.166278
C  2.452732  -0.025383  -5.225586
C  2.744014  0.313213  -6.549921
C  3.412684  1.510493  -6.834713
C  3.779599  2.367985  -5.793675
C  3.486324  2.026378  -4.465595
C  2.298521  2.057057  -1.600709
C  3.450945  2.320629  -0.843619
C  3.559305  3.516217  -0.133212
C  2.542272  4.474545  -0.209626
C  1.404775  4.221515  -0.980458
C  1.273576  3.011331  -1.661846
H  -1.573499  -0.326992  -2.647897
H  0.100867  1.254192  -3.602134
H  -2.085920  -1.997146  -3.888783
H  -2.667169  -3.392474  -5.837399
H  -1.374711  -5.470028  -6.324408
H  0.518633  -6.118674  -4.843303
H  1.155185  -4.677848  -2.910384
H  -1.360898  -0.311878  0.009395
H  -2.742277  -0.769232  1.983130
H  -3.977342  -2.923576  2.189859
H  -3.673585  -4.686879  0.430208
H  -2.017676  -4.330158  -1.409307
H  1.921939  -0.954869  -5.008999
H  2.445999  -0.355754  -7.360165
H  3.639799  1.773791  -7.869346
H  4.288683  3.310621  -6.012262
H  3.779300  2.708057  -3.665027
H  4.239569  1.564563  -0.774680
H  4.440171  3.701430  0.485352
H  2.637588  5.420589  0.324639
H  0.605783  4.961295  -1.051053
H  0.359132  2.798220  -2.210800
F  0.616360  -0.953238  5.274679
C  1.495813  -0.996856  4.242787
F  1.978623  0.254046  4.074133
F  2.521004  -1.790841  4.617547
S  0.633649  -1.618091  2.681891
O  1.565106  -2.518505  1.933693
O  -0.611217  -2.185463  3.104845
O  0.561741  -0.369703  1.843358

Forces on atoms 1 to 2 (eV/Å):
Ce 0.0 0.2 2.2
C -0.1 -0.1 -0.2

Values from the calculation:
- HOMO-LUMO gap (spin up / spin down): 4.064 / 4.029 eV
- Charge: +2
- Lowest unoccupied orbital energy (spin up / spin down): -0.310 / -0.311 hartree

(2)
# C2H2N4S

A single C2H2N4S molecule (wB97M-V/def2-TZVPD, the Open Molecules 2025 dataset).

Geometry (Å):
S  1.971004  -1.143323  1.694793
C  0.993523  -0.347128  0.658363
N  1.144714  0.965796  0.166356
N  0.177610  1.552945  -0.421576
C  -0.948365  0.884216  -0.676572
N  -1.111480  -0.429369  -0.614813
N  -0.113725  -0.951131  0.074030
H  -1.805098  1.343183  -1.148334
H  -0.308184  -1.875190  0.267752

Forces on atoms 1 to 2 (eV/Å):
S -0.1 0.3 -0.1
C -1.1 0.1 -0.9

Values from the calculation:
- HOMO-LUMO gap: 7.654 eV
- Charge: 0
- ΔE to the lowest compared entry with this formula, charge and spin: 79.8 kJ/mol
- Lowest unoccupied orbital energy: -0.056 hartree
- SMILES string: S=c1nncn[nH]1

(3)
# C2H5BrS2

A molecular structure, C2H5BrS2 (wB97M-V/def2-TZVPD, the Open Molecules 2025 dataset).

Geometry (Å):
C  0.887916  1.076596  -1.173829
C  -1.128413  -1.046418  1.057642
S  0.745453  -0.653411  -0.662375
S  -0.704513  -0.804516  2.654114
Br  -2.578182  0.025131  0.514495
H  -0.037001  1.483747  -1.328324
H  1.523531  1.644839  -0.318765
H  1.441741  1.110948  -2.076263
H  -0.068188  -0.892817  -1.604965
H  -0.082344  -1.944100  2.938271

Forces on atoms 1 to 2 (eV/Å):
C 3.8 0.1 2.8
C -0.5 -2.0 -0.3

Values from the calculation:
- HOMO-LUMO gap: 7.637 eV
- Charge: 0
- ΔE to the lowest compared entry with this formula, charge and spin: 260.5 kJ/mol
- Lowest unoccupied orbital energy: -0.003 hartree

(4)
# C32H49NO4Si

A single C32H49NO4Si molecule (wB97M-V/def2-TZVPD, the Open Molecules 2025 dataset).

Geometry (Å):
C  -5.108431  1.124734  2.971566
C  -6.242091  1.833546  2.084977
O  -6.194444  3.026529  1.723408
O  -7.385724  1.043149  1.705475
C  -7.121126  0.311887  0.469850
C  -7.854863  -1.128003  0.572857
C  -6.827806  -2.140033  1.284526
C  -5.970686  -2.970167  0.207137
C  -4.449835  -3.053238  0.781745
C  -3.681209  -1.735939  0.226638
C  -2.225484  -2.266901  -0.311296
C  -1.212114  -0.990636  -0.234016
C  0.303474  -1.508356  -0.387458
C  0.698956  -2.160084  1.032976
C  2.049725  -1.613665  1.675847
C  3.195737  -2.568735  2.173563
C  4.494363  -1.986109  2.844417
C  4.731863  -0.469226  3.006924
C  6.046358  0.205227  3.641008
C  3.616321  0.492391  2.516947
C  2.326745  -0.086024  1.899957
O  0.136862  -2.710878  -1.232057
C  1.115716  -2.879517  -2.305376
C  1.447372  -1.343518  -2.658718
C  2.817295  -1.215702  -3.489535
C  3.033004  0.003054  -4.469328
C  4.444030  -0.049002  -5.135873
C  5.497699  -1.149515  -4.931779
N  5.243120  -2.237719  -4.057487
C  3.990948  -2.209755  -3.397322
C  1.376015  -0.632650  -1.198304
C  0.953648  0.889233  -1.629412
C  2.159883  1.952432  -1.346899
O  1.852475  2.576883  -0.075042
Si  2.465666  4.193737  0.039591
C  1.954270  5.342634  -1.406352
C  4.379389  4.259124  0.362516
C  1.657503  4.945436  1.639989
H  -4.844766  0.073205  2.591893
H  -4.163695  1.781770  3.023210
H  -5.502879  1.026229  4.044026
H  -7.564083  0.915204  -0.411063
H  -5.989664  0.193649  0.346749
H  -8.747457  -0.988049  1.293237
H  -8.194074  -1.502381  -0.464258
H  -7.360007  -2.899254  1.951516
H  -6.130110  -1.498302  1.940369
H  -6.325108  -4.067542  0.134996
H  -5.966221  -2.532939  -0.845703
H  -4.472131  -2.982286  1.920411
H  -3.907510  -3.997814  0.399322
H  -3.471296  -0.951856  1.036656
H  -4.195198  -1.280636  -0.704234
H  -2.419067  -2.595832  -1.395339
H  -1.909074  -3.117475  0.378220
H  -1.524940  -0.279449  -1.079991
H  -1.395690  -0.409484  0.745660
H  0.673444  -3.307568  0.964449
H  -0.147440  -1.876056  1.770786
H  3.066376  -3.708335  2.068727
H  5.301614  -2.715103  3.226270
H  5.767095  0.783224  4.587111
H  6.410684  0.974407  2.869537
H  6.855607  -0.580171  3.839499
H  3.735084  1.618890  2.607316
H  1.497298  0.622426  1.561222
H  0.679351  -3.366830  -3.246087
H  1.919184  -3.519966  -1.806579
H  0.636923  -1.093264  -3.423566
H  2.255748  0.808505  -4.658293
H  4.719559  0.813140  -5.845990
H  6.495705  -1.087502  -5.468723
H  3.815372  -3.082063  -2.662334
H  2.453775  -0.607278  -0.821122
H  0.599682  0.940377  -2.727893
H  0.065881  1.282779  -1.011263
H  3.164793  1.397256  -1.316594
H  2.180591  2.672364  -2.237582
H  0.815316  5.234851  -1.553649
H  2.552064  5.189688  -2.368285
H  2.111723  6.423831  -1.038497
H  4.572727  5.349578  0.704258
H  4.997291  4.112563  -0.586334
H  4.683467  3.594363  1.237890
H  1.971175  6.042729  1.798972
H  1.997648  4.266771  2.512224
H  0.520610  4.835016  1.523192

Forces on atoms 1 to 2 (eV/Å):
C -0.3 0.2 0.1
C 0.0 2.5 -1.1

Values from the calculation:
- HOMO-LUMO gap: 8.473 eV
- Charge: 0
- Lowest unoccupied orbital energy: 0.007 hartree
- SMILES string: CC(=O)OCCCCCCCC[C@@]1(Cc2ccc(C)cc2)OC[C@H](c2cccnc2)[C@H]1CCO[Si](C)(C)C

(5)
# C45H45Cl2N5O8S2Sn

A molecular structure, C45H45Cl2N5O8S2Sn (wB97M-V/def2-TZVPD, the Open Molecules 2025 dataset).

Geometry (Å):
Sn  -0.227434  -0.153499  -0.126617
O  1.760047  -1.546680  0.904723
S  1.674736  -2.621924  1.966568
C  1.003375  -4.121112  1.152827
C  1.947398  -5.041065  0.387067
C  2.664343  -4.493614  -0.852733
C  1.793054  -4.083968  -2.053057
S  1.332755  -2.323481  -2.081877
O  -0.086900  -2.244217  -1.521632
C  1.117578  -2.176081  -3.853568
C  -0.109523  -2.445222  -4.435940
C  -0.228943  -2.369381  -5.816674
C  0.868021  -2.013848  -6.592876
C  2.086836  -1.722827  -5.994205
C  2.216599  -1.804664  -4.614643
C  3.353888  -3.129537  2.289425
C  3.564379  -4.142481  3.218117
C  4.862737  -4.507914  3.533231
C  5.933045  -3.847642  2.938868
C  5.706650  -2.821588  2.032681
C  4.408192  -2.452920  1.705036
H  0.215284  -3.707623  0.518664
H  0.533228  -4.672702  1.970681
H  1.359027  -5.912617  0.083851
H  2.708735  -5.404422  1.076523
H  3.326156  -5.285936  -1.202515
H  3.304737  -3.655408  -0.566175
H  0.852304  -4.637072  -2.118477
H  2.353565  -4.225607  -2.976139
H  -0.954425  -2.706647  -3.810191
H  -1.176068  -2.603460  -6.286748
H  0.773816  -1.965413  -7.670470
H  2.937199  -1.435795  -6.598766
H  3.164222  -1.583619  -4.133662
H  2.724756  -4.642897  3.691394
H  5.039793  -5.301957  4.246774
H  6.945765  -4.129184  3.196075
H  6.542564  -2.301323  1.583814
H  4.208329  -1.647018  1.008741
Cl  -4.237647  4.092789  -5.499906
C  -3.593258  3.327359  -4.125776
C  -4.313618  3.346486  -2.923794
C  -3.784006  2.732383  -1.823081
Cl  -4.631842  2.747467  -0.341141
C  -2.485226  2.056157  -1.852287
O  -2.011190  1.568066  -0.822677
C  -1.797020  2.055615  -3.132897
C  -0.498217  1.386952  -3.326284
O  -0.020252  0.563126  -2.585381
C  -2.343255  2.683868  -4.214581
H  -5.274414  3.839931  -2.875035
H  0.041669  1.683542  -4.240630
H  -1.817349  2.676887  -5.162693
N  -2.118068  -1.592461  3.960291
C  -1.169996  -0.851725  3.347365
N  -0.334968  -0.129173  4.123948
O  -1.079709  -0.820307  2.109331
H  -2.196297  -1.648113  4.960271
H  -2.794244  -2.082947  3.402319
H  -0.318344  -0.203103  5.124982
H  0.384515  0.401920  3.663116
C  -1.007140  5.029979  6.950694
C  -1.845719  4.341131  5.905847
C  -3.021712  3.699736  6.281633
C  -3.794653  2.990437  5.367823
C  -3.388866  2.918373  4.057102
C  -2.237607  3.604303  3.650832
N  -1.879373  3.484241  2.304029
C  -1.450319  4.471016  1.480572
C  -1.903655  5.795567  1.695456
C  -1.615583  6.770312  0.777408
C  -0.873525  6.455410  -0.367243
C  -0.393482  5.163062  -0.568799
C  -0.623669  4.173207  0.362327
C  0.170001  2.849707  0.273074
O  0.848312  2.675972  -0.740185
O  0.054823  2.056903  1.264400
C  -1.440455  4.321890  4.563904
C  -0.150275  4.979866  4.150210
H  -1.502430  5.005359  7.919130
H  -0.816105  6.071981  6.689613
H  -0.039182  4.535618  7.057673
H  -3.337086  3.747416  7.317327
H  -4.710001  2.506752  5.683812
H  -3.973271  2.383721  3.315750
H  -1.868272  2.554664  1.903051
H  -2.536620  5.996173  2.552921
H  -1.981081  7.777610  0.926036
H  -0.644329  7.233287  -1.085175
H  0.227743  4.928779  -1.423543
H  -0.306569  6.029267  3.888531
H  0.296961  4.482204  3.290543
H  0.571863  4.953849  4.962901
N  -6.673067  -4.218705  0.378511
C  -5.937093  -3.461510  1.221108
O  -6.109021  -3.410322  2.421379
C  -4.827005  -2.650860  0.597702
C  -4.025882  -3.101581  -0.440766
C  -2.959520  -2.312690  -0.848874
N  -2.679580  -1.133767  -0.293171
C  -3.473049  -0.694900  0.688696
C  -4.541709  -1.417528  1.171038
H  -7.441665  -4.744673  0.761136
H  -6.572946  -4.170506  -0.618068
H  -4.191052  -4.066867  -0.902471
H  -2.285384  -2.640425  -1.631925
H  -3.221032  0.271977  1.103762
H  -5.148902  -1.055390  1.990631

Forces on atoms 1 to 2 (eV/Å):
Sn 0.3 0.0 0.4
O -0.1 -0.1 -0.1

Values from the calculation:
- HOMO-LUMO gap (spin up / spin down): 5.490 / 5.653 eV
- Charge: +2
- ΔE to the lowest compared entry with this formula, charge and spin: 101.2 kJ/mol
- Lowest unoccupied orbital energy (spin up / spin down): -0.269 / -0.263 hartree

(6)
# C6H9NS

A single C6H9NS molecule (wB97M-V/def2-TZVPD, the Open Molecules 2025 dataset).

Geometry (Å):
C  -2.047843  0.889090  -0.822658
C  -0.778897  0.885588  0.036476
C  0.287329  -0.072918  -0.609139
C  -0.199473  -1.475822  -0.784338
N  -0.711707  -2.512439  -0.781928
C  1.615521  -0.160645  0.062238
C  1.679050  -0.821769  1.374408
S  2.883811  0.678981  -0.454051
H  -2.355509  -0.250214  -0.935928
H  -1.913545  1.567755  -1.618263
H  -2.772460  1.375944  -0.122200
H  -0.309198  1.862394  0.124413
H  -0.932254  0.532892  1.137417
H  0.389912  0.302446  -1.663757
H  0.723063  -0.894924  1.800400
H  2.292658  -0.069327  1.891112
H  2.149547  -1.837038  1.365800

Forces on atoms 1 to 2 (eV/Å):
C -0.7 -1.9 3.6
C 0.8 -1.7 1.6

Values from the calculation:
- HOMO-LUMO gap: 8.528 eV
- Charge: 0
- ΔE to the lowest compared entry with this formula, charge and spin: 149.8 kJ/mol
- Lowest unoccupied orbital energy: -0.018 hartree
- SMILES string: CC[C@H](C#N)C(C)=S

no.,F_max (eV/A),E (eV)
1,2.7,-94550.29627
2,3.5,-18899.05200
3,4.7,-93864.37041
4,5.9,-51526.35620
5,0.5,-123761.16380
6,4.1,-18691.65813